Record 1
{
  "formula": "C22H24N2O3",
  "method": "wB97M-V/def2-TZVPD",
  "species": ["O", "O", "O", "N", "N", "C", "C", "C", "C", "C", "C", "C", "C", "C", "C", "C", "C", "C", "C", "C", "C", "C", "C", "C", "C", "C", "C", "H", "H", "H", "H", "H", "H", "H", "H", "H", "H", "H", "H", "H", "H", "H", "H", "H", "H", "H", "H", "H", "H", "H", "H"],
  "xyz": [[2.0642, -2.3317, 5.0444], [2.4171, 0.8018, -1.8785], [-0.3222, -0.3855, -4.5695], [-0.5442, -0.1174, -2.3503], [2.8077, 0.3755, 0.2938], [-2.2103, 1.5385, -5.2469], [1.4692, -2.0437, 2.7005], [0.3858, -1.2109, -2.0884], [-2.5680, 0.6480, 0.6438], [1.6773, -1.3400, 1.5071], [3.1170, -0.6678, 3.7868], [2.1546, 0.1337, -0.8959], [-1.7314, 1.4180, -3.8064], [-0.5049, 1.7511, -0.8057], [-1.0783, 0.5544, -1.2178], [0.9624, -1.6313, 0.3062], [-2.1318, -0.0107, -0.4995], [1.1700, -0.9470, -0.8399], [3.3309, 0.0310, 2.6258], [-0.9420, 2.3983, 0.3383], [-0.3126, 3.6807, 0.7900], [-0.7963, 0.2315, -3.6387], [2.1824, -1.7160, 3.8369], [-2.7815, -1.2870, -0.9410], [2.6161, -0.2956, 1.4702], [-1.9814, 1.8256, 1.0629], [1.1560, -3.3994, 5.1668], [1.4149, -4.2252, 4.4963], [4.0529, 0.8335, 2.5978], [-1.1823, 2.3177, -3.5192], [0.2327, -2.4294, 0.3344], [-2.6925, -1.4150, -2.0175], [0.1286, -3.0772, 4.9686], [-2.5774, 1.3139, -3.1231], [0.7425, -2.8404, 2.6994], [-3.8351, -1.2905, -0.6702], [-3.3833, 0.2250, 1.2136], [3.4932, 1.1217, 0.2714], [0.5474, 3.9272, 0.1731], [1.2346, -3.7361, 6.1990], [-2.7960, 0.6657, -5.5249], [-2.3355, 2.3118, 1.9605], [-2.8224, 2.4285, -5.3724], [-1.3562, 1.5956, -5.9160], [-2.3094, -2.1422, -0.4564], [3.6607, -0.4319, 4.6874], [0.3061, 2.1618, -1.3887], [1.0484, -1.2585, -2.9595], [-0.1560, -2.1602, -2.0013], [-1.0308, 4.4976, 0.7249], [0.0088, 3.6026, 1.8277]],
  "nbo_charge": [-0.4914, -0.6273, -0.6236, -0.4863, -0.5791, -0.5972, -0.2601, -0.2421, -0.1906, -0.1310, -0.2204, 0.6308, -0.5000, -0.2477, 0.2384, -0.1155, -0.0595, -0.1037, -0.2353, -0.0084, -0.6295, 0.7025, 0.2863, -0.6355, 0.2401, -0.2106, -0.2523, 0.1761, 0.2130, 0.2270, 0.2111, 0.2265, 0.1754, 0.2189, 0.2185, 0.2213, 0.2077, 0.4122, 0.2170, 0.2028, 0.2090, 0.2094, 0.2033, 0.2237, 0.2138, 0.2292, 0.2340, 0.2666, 0.1940, 0.2204, 0.2180],
  "largest_force_ev_per_a": 0.802,
  "e_homo_ev": -8.08,
  "smiles": "CCC(=O)N(Cc1cc2cc(OC)ccc2[nH]c1=O)c1cc(C)ccc1C",
  "gap_ha": 0.3028,
  "de_lowest_kj_mol": 114.41
}

=====

Record 2
{
  "formula": "C35H35AuBrGe2NSTe",
  "method": "wB97M-V/def2-TZVPD",
  "species": ["Au", "Te", "Br", "Ge", "Ge", "S", "N", "C", "C", "C", "C", "C", "C", "C", "C", "C", "C", "C", "C", "C", "C", "C", "C", "C", "C", "C", "C", "C", "C", "C", "C", "C", "C", "C", "C", "C", "C", "C", "C", "C", "C", "C", "H", "H", "H", "H", "H", "H", "H", "H", "H", "H", "H", "H", "H", "H", "H", "H", "H", "H", "H", "H", "H", "H", "H", "H", "H", "H", "H", "H", "H", "H", "H", "H", "H", "H", "H"],
  "xyz": [[0.1589, 1.4044, 0.3550], [-1.4579, 3.5642, -0.2958], [0.5128, 4.3903, 2.3267], [-0.4375, -1.0656, 0.0754], [-2.9084, -1.6546, 0.0991], [-3.0913, 4.4973, -2.9075], [-0.2862, 1.7867, 2.8102], [4.9417, 1.2169, -0.5285], [-3.6212, -1.3431, 1.9367], [-0.1749, -3.1892, 2.1057], [1.8534, -1.9939, 1.7030], [-2.0937, 3.2426, -2.2369], [-3.8427, -0.3305, -1.0673], [-3.1867, 3.6743, -4.3968], [3.0924, 1.4695, 0.9806], [4.0974, 1.4710, -1.6291], [2.2424, -1.6561, -3.1655], [0.4812, -4.0134, 3.0018], [-0.2956, 2.9952, 3.3398], [1.8823, 1.9794, -2.5043], [4.4558, 1.2136, 0.7493], [-1.2895, 0.9246, 4.8010], [-1.8628, 2.2496, -3.1584], [4.5715, 1.4771, -2.9560], [2.7126, 1.7241, -1.3957], [0.0387, -1.7051, -4.1056], [2.5191, -2.8269, 2.5841], [2.2516, 1.6880, -0.0701], [1.8343, -3.8406, 3.2326], [-0.7707, 0.7796, 3.5201], [-3.3919, -3.4961, -0.4773], [-1.3329, 2.2161, 5.3225], [-2.4890, 2.4986, -4.3847], [-0.4981, -1.5761, -2.8384], [-1.7806, -0.2598, 5.5633], [1.4126, -1.7320, -4.2724], [0.3202, -1.4738, -1.7182], [3.7285, 1.6917, -4.0114], [0.5040, -2.1818, 1.4287], [-0.8342, 3.2747, 4.5853], [1.6999, -1.5223, -1.9008], [2.3694, 1.9455, -3.7811], [-0.8500, 4.2836, 4.9618], [-3.5751, -0.4349, -2.1149], [-0.0601, -4.7953, 3.5149], [-0.6111, -1.7802, -4.9665], [4.1023, 1.6791, -5.0237], [-1.2675, 1.3758, -2.9545], [1.8351, -1.8273, -5.2619], [3.3168, -1.6953, -3.2890], [-0.7302, -0.1905, 3.0375], [-4.7028, -1.4556, 1.9132], [2.3592, -1.4730, -1.0432], [2.3545, -4.4917, 3.9192], [-2.7414, -0.5863, 5.1687], [0.8426, 2.2078, -2.3135], [2.7175, 1.4769, 1.9913], [-2.4288, 1.8370, -5.2265], [-3.7600, 4.1032, -5.1947], [-3.2282, -2.0459, 2.6659], [-2.9918, -4.2478, 0.1948], [-1.7473, 2.3910, 6.3050], [5.0979, 1.0117, 1.5915], [-4.4764, -3.5642, -0.4600], [-1.5757, -1.5696, -2.7156], [2.3878, -1.1849, 1.2223], [-1.0795, -1.0848, 5.4606], [3.5743, -2.6854, 2.7642], [-1.9100, -0.0289, 6.6156], [-4.9174, -0.4774, -0.9819], [-3.6115, 0.6859, -0.7554], [-3.0483, -3.7175, -1.4824], [-1.2322, -3.3384, 1.9201], [5.9886, 1.0272, -0.7182], [1.7061, 2.1226, -4.6151], [5.6226, 1.2914, -3.1175], [-3.3949, -0.3325, 2.2690]],
  "lowdin_charge": [0.5260, 1.0033, 0.6959, 0.9009, 0.7415, 0.9458, -0.0435, -0.0201, -0.2473, -0.1323, -0.1227, -1.0248, -0.2444, -0.3837, -0.1438, -0.1668, -0.0727, -0.0757, -0.7363, -0.0548, -0.0703, -0.2362, -0.2407, -0.0276, -0.2131, -0.0794, -0.0684, -0.1953, -0.0717, -0.0983, -0.2164, 0.0032, -0.1690, -0.1414, -0.0296, -0.0709, -0.3515, -0.0698, -0.3614, -0.0790, -0.1143, -0.0682, 0.1088, 0.0033, 0.1090, 0.1070, 0.1080, 0.0857, 0.1098, 0.1120, 0.0928, 0.0234, 0.0926, 0.1095, 0.0835, 0.0535, 0.0891, 0.1090, 0.0736, 0.0067, 0.0126, 0.1266, 0.1078, 0.0268, 0.0718, 0.0721, 0.0875, 0.1089, 0.0846, 0.0233, -0.0046, 0.0155, 0.0680, 0.1179, 0.1081, 0.1159, 0.0047],
  "s2": 0.9653,
  "largest_force_ev_per_a": 1.750,
  "total_charge": 1,
  "e_homo_ev": [-10.22, -10.37],
  "spin_multiplicity": 2,
  "gap_ha": [0.1954, 0.1806]
}

=====

Record 3
{
  "formula": "C11H15O5PPd",
  "method": "wB97M-V/def2-TZVPD",
  "species": ["Pd", "P", "O", "O", "O", "O", "O", "C", "C", "C", "C", "C", "C", "C", "C", "C", "C", "C", "H", "H", "H", "H", "H", "H", "H", "H", "H", "H", "H", "H", "H", "H", "H"],
  "xyz": [[-1.6909, -1.4908, -1.1739], [0.0019, 0.2080, -0.0120], [-0.9944, -0.3175, -4.0643], [-2.1350, -2.6382, 1.7764], [0.9516, -3.2712, -1.4518], [-3.8600, 0.7977, -0.6646], [-3.5302, -3.7385, -2.5170], [-2.9550, -2.8958, -1.9979], [-1.1273, 1.7576, 2.1564], [1.1804, 0.7184, -1.3381], [-0.2756, 1.7860, 0.8890], [-1.3081, -0.6566, -3.0173], [-1.9940, -2.2068, 0.7218], [0.0155, -2.6062, -1.3622], [2.3517, 1.6465, -0.9920], [-3.0065, 0.0410, -0.8100], [2.2133, -0.1448, 1.8598], [0.9701, -0.7741, 1.2160], [3.0917, 1.1399, -0.3631], [2.0065, 0.7938, 2.3908], [-2.1627, 1.4846, 1.9270], [0.5621, 1.1806, -2.1237], [1.5593, -0.2134, -1.7864], [2.6034, -0.8508, 2.6041], [-1.1366, 2.7683, 2.5850], [-0.7217, 2.4672, 0.1477], [2.0369, 2.5859, -0.5235], [0.7169, 2.2060, 1.1067], [1.2466, -1.7100, 0.7089], [0.2461, -1.0667, 1.9933], [-0.7262, 1.0730, 2.9157], [3.0092, 0.0089, 1.1228], [2.8611, 1.9180, -1.9238]],
  "nbo_charge": [0.4419, 1.0541, -0.3182, -0.3211, -0.3272, -0.3247, -0.3042, 0.4776, -0.6188, -0.7334, -0.7346, 0.5237, 0.5273, 0.5122, -0.6138, 0.5155, -0.6145, -0.7376, 0.2269, 0.2290, 0.2081, 0.2408, 0.2358, 0.2597, 0.2646, 0.2511, 0.2280, 0.2728, 0.2293, 0.2443, 0.2225, 0.2241, 0.2591],
  "s2": 2.0162,
  "largest_force_ev_per_a": 6.111,
  "total_charge": 2,
  "e_homo_ev": [-15.97, -17.91],
  "spin_multiplicity": 3,
  "gap_ha": [0.3032, 0.3190]
}

=====

Record 4
{
  "formula": "C18H59ClN5O11",
  "method": "wB97M-V/def2-TZVPD",
  "species": ["Cl", "O", "O", "O", "O", "O", "O", "O", "O", "O", "O", "O", "N", "N", "N", "N", "N", "C", "C", "C", "C", "C", "C", "C", "C", "C", "C", "C", "C", "C", "C", "C", "C", "C", "C", "H", "H", "H", "H", "H", "H", "H", "H", "H", "H", "H", "H", "H", "H", "H", "H", "H", "H", "H", "H", "H", "H", "H", "H", "H", "H", "H", "H", "H", "H", "H", "H", "H", "H", "H", "H", "H", "H", "H", "H", "H", "H", "H", "H", "H", "H", "H", "H", "H", "H", "H", "H", "H", "H", "H", "H", "H", "H", "H"],
  "xyz": [[1.5548, 3.7482, 0.7225], [1.1506, 5.9377, -5.4809], [-6.2632, 0.6829, 0.7209], [2.5276, -2.7559, 1.7318], [-4.8218, -7.5647, -3.1176], [1.4238, 2.9209, -2.6444], [-6.2729, -3.6643, -1.1773], [6.4225, 1.3561, 1.1350], [1.4535, -6.6272, 4.4447], [8.6133, 3.3696, 0.5556], [-3.9473, -1.0275, -0.9724], [1.3213, -1.3964, -0.9565], [-1.0706, 1.7641, 2.1099], [-0.7225, -0.6974, 1.7553], [0.3058, 1.6271, 2.0994], [-3.0738, 0.0533, 1.8866], [-1.5086, 4.2696, 1.8358], [-7.4350, 0.8116, -0.0630], [3.5847, 1.5334, 1.3167], [-2.5802, 5.0732, 1.1265], [1.3051, 2.7414, 2.3029], [0.2519, 3.0496, -3.4283], [-6.1730, -4.9802, -1.6897], [-2.0004, 2.9291, 2.3226], [-5.8353, -8.4489, -2.6758], [-4.2708, -1.4157, -2.2948], [2.8244, 2.1517, 2.6693], [0.5432, 0.1231, 1.8715], [3.1969, -3.5085, 2.7266], [7.1532, 0.1601, 1.3351], [8.4058, 4.6737, 0.0452], [1.8513, -0.3730, -1.7786], [-1.7527, 0.4266, 1.9156], [1.1300, -7.0154, 3.1222], [2.3503, 5.1891, -5.5489], [-5.5353, -9.4797, -2.8798], [0.8983, -5.8589, 4.6609], [2.7876, -4.5213, 2.7557], [4.1974, 0.5654, 1.5877], [2.5810, 0.2101, -1.2114], [1.7387, -7.8799, 2.8468], [-7.3184, 0.2226, -0.9758], [1.5868, -2.7322, 1.9760], [-3.6114, 4.8149, 1.6162], [1.3415, -6.1906, 2.4374], [-4.0594, -0.5909, -2.9797], [-0.6073, 2.6779, -2.8647], [7.9513, 0.3367, 2.0604], [0.1021, 4.0995, -3.6915], [-6.7153, -5.6685, -1.0368], [7.3332, 4.8399, -0.0797], [1.6159, -0.3920, 1.8214], [-3.6621, -2.2802, -2.5703], [-4.5025, -0.2591, -0.7562], [-2.3740, 6.2443, 1.2304], [-3.4074, -0.4709, 1.0444], [-6.6132, -5.0067, -2.6893], [2.5068, 4.6812, -4.5943], [2.7646, 1.1882, 0.5233], [3.4614, 3.1214, 2.9484], [-5.3283, -1.6857, -2.3480], [0.3685, 2.4606, -4.3411], [8.8068, 5.4089, 0.7471], [4.2607, -3.5548, 2.4815], [2.8049, 1.3968, 3.5641], [7.0469, 2.0189, 0.7943], [1.2909, 3.4538, -1.8422], [1.0415, 0.2741, -2.1244], [1.0017, 3.4737, 3.1849], [-2.5470, 4.7601, -0.0054], [-6.7597, -8.2275, -3.2145], [9.5731, 3.2512, 0.6558], [-2.3630, 2.9338, 3.4568], [-5.1211, -5.2702, -1.7494], [-5.9988, -8.3109, -1.6042], [4.2414, 2.3388, 0.7609], [-7.5849, 1.8615, -0.3262], [-8.2942, 0.4399, 0.5006], [-3.7951, 0.3400, 2.6101], [7.5771, -0.1724, 0.3845], [6.4784, -0.6085, 1.7193], [1.0385, 6.3767, -6.3412], [-4.0146, -7.7849, -2.6225], [-1.3111, 4.8261, 2.7194], [8.9024, 4.7701, -0.9234], [3.1897, 5.8611, -5.7434], [0.0725, -7.2854, 3.0691], [2.3437, -0.8289, -2.6408], [-5.8746, -3.6719, -0.2904], [0.8912, -0.9619, -0.2006], [-2.9862, 2.6918, 1.6919], [-6.3960, 1.2158, 1.5231], [2.2724, 4.4457, -6.3461], [3.0699, -3.0246, 3.6981]],
  "lowdin_charge": [0.6005, -0.1399, -0.1557, -0.1445, -0.1420, -0.1595, -0.1454, -0.1740, -0.1325, -0.1399, -0.1569, -0.1318, -0.0070, 0.1443, -0.0498, 0.1374, -0.1546, -0.1424, -0.1511, -0.1303, -0.5184, -0.1604, -0.1630, -0.1714, -0.1678, -0.1455, -0.2141, 0.0493, -0.1399, -0.1488, -0.1448, -0.1441, -0.2006, -0.1677, -0.1655, 0.0771, 0.0794, 0.0587, 0.0881, 0.0547, 0.0862, 0.0839, 0.0652, 0.0882, 0.0574, 0.0805, 0.0707, 0.0795, 0.0700, 0.0760, 0.0828, 0.1462, 0.0899, 0.0505, 0.1196, 0.0998, 0.0882, 0.0672, 0.0412, 0.1308, 0.0669, 0.0884, 0.0810, 0.0871, 0.1198, 0.0477, 0.0073, 0.0686, 0.1416, 0.1035, 0.0834, 0.0976, 0.1603, 0.0707, 0.0720, 0.0890, 0.0827, 0.0854, 0.1464, 0.0823, 0.0702, 0.0845, 0.0862, 0.1156, 0.0819, 0.0774, 0.0773, 0.0907, 0.0850, 0.0107, 0.1435, 0.0808, 0.0802, 0.0799],
  "largest_force_ev_per_a": 8.895,
  "total_charge": 1,
  "e_homo_ev": -11.59,
  "gap_ha": 0.2905
}

=====

Q: Which formula does entry 4 have?
A: C18H59ClN5O11